1.
{"formula": "C52H46AsCrN5PSi", "method": "ωB97M-V/def2-TZVPD", "s_squared": 0.78, "spin_multiplicity": 2, "total_charge": 2, "e_lumo_ev": [-6.40, -6.40], "e_tot_ha": -6193.5415, "elements": ["Cr", "N", "C", "N", "C", "N", "N", "C", "C", "C", "C", "C", "C", "N", "C", "C", "C", "C", "C", "C", "H", "H", "H", "H", "H", "H", "H", "H", "H", "H", "H", "C", "C", "C", "C", "C", "C", "Si", "C", "C", "C", "C", "C", "C", "H", "H", "H", "H", "H", "H", "H", "H", "H", "H", "H", "C", "C", "As", "C", "C", "C", "C", "C", "C", "C", "C", "C", "C", "C", "C", "P", "C", "C", "C", "C", "C", "C", "C", "C", "C", "C", "C", "C", "H", "H", "H", "H", "H", "H", "H", "H", "H", "H", "H", "H", "H", "H", "H", "H", "H", "H", "H", "H", "H", "H", "H", "H"], "xyz": [[0.405, 1.781, 0.102], [2.030, -1.464, 2.277], [1.716, -0.620, 1.321], [1.107, 0.534, 1.525], [0.791, 0.903, 2.840], [0.189, 2.027, 3.069], [-0.065, 2.667, 1.896], [-0.623, 3.815, 1.880], [-0.762, 4.396, 0.554], [-1.368, 5.617, 0.327], [-1.429, 6.106, -0.970], [-0.878, 5.356, -1.995], [-0.279, 4.145, -1.694], [-0.215, 3.657, -0.448], [1.135, 0.007, 3.926], [0.829, 0.299, 5.259], [1.151, -0.606, 6.245], [1.776, -1.813, 5.923], [2.084, -2.122, 4.614], [1.760, -1.201, 3.623], [2.428, -2.356, 2.001], [1.948, -0.927, 0.307], [-0.939, 4.322, 2.785], [-1.783, 6.175, 1.154], [-1.896, 7.060, -1.174], [-0.891, 5.701, -3.019], [0.168, 3.541, -2.471], [0.339, 1.235, 5.491], [0.919, -0.382, 7.278], [2.023, -2.515, 6.708], [2.570, -3.055, 4.357], [3.488, 5.033, -4.267], [3.662, 5.380, -2.936], [3.318, 4.482, -1.934], [2.804, 3.223, -2.248], [2.642, 2.886, -3.597], [2.976, 3.784, -4.597], [2.370, 1.990, -0.908], [3.692, 0.667, -0.889], [3.675, -0.390, -1.804], [4.684, -1.342, -1.805], [5.720, -1.260, -0.884], [5.750, -0.220, 0.035], [4.744, 0.738, 0.029], [3.757, 5.732, -5.048], [4.068, 6.350, -2.677], [3.454, 4.781, -0.899], [2.256, 1.909, -3.878], [2.847, 3.509, -5.636], [1.012, 1.337, -1.431], [2.882, -0.466, -2.543], [4.676, -2.141, -2.537], [6.511, -1.998, -0.892], [6.562, -0.146, 0.746], [4.795, 1.549, 0.749], [-1.241, -1.327, -0.500], [-0.850, -1.367, -1.966], [-0.553, -3.202, -2.691], [0.608, -3.814, -1.224], [0.190, -4.456, -0.060], [1.113, -4.847, 0.901], [2.470, -4.608, 0.710], [2.899, -3.956, -0.441], [1.969, -3.565, -1.398], [-2.251, -4.004, -2.174], [-2.317, -5.394, -2.097], [-3.516, -6.029, -1.810], [-4.669, -5.282, -1.614], [-4.618, -3.899, -1.712], [-3.416, -3.263, -1.991], [-1.655, 0.335, 0.139], [-2.215, 0.049, 1.835], [-2.956, 1.042, 2.477], [-3.309, 0.904, 3.808], [-2.924, -0.227, 4.518], [-2.191, -1.220, 3.888], [-1.833, -1.085, 2.552], [-3.089, 0.876, -0.816], [-2.868, 1.633, -1.964], [-3.926, 1.978, -2.792], [-5.212, 1.567, -2.475], [-5.439, 0.806, -1.335], [-4.384, 0.454, -0.508], [-0.430, -1.716, 0.120], [-2.103, -1.973, -0.311], [0.085, -0.832, -2.153], [-1.608, -0.896, -2.595], [-0.861, -4.677, 0.088], [0.775, -5.374, 1.785], [3.188, -4.967, 1.439], [3.956, -3.800, -0.626], [2.318, -3.109, -2.320], [-1.430, -5.995, -2.266], [-3.551, -7.109, -1.752], [-5.606, -5.778, -1.398], [-5.518, -3.312, -1.580], [-3.412, -2.182, -2.079], [-3.270, 1.926, 1.932], [-3.892, 1.676, 4.294], [-3.209, -0.337, 5.556], [-1.899, -2.110, 4.431], [-1.275, -1.885, 2.082], [-1.863, 1.948, -2.223], [-3.746, 2.562, -3.686], [-6.039, 1.837, -3.118], [-6.442, 0.480, -1.091], [-4.571, -0.149, 0.371]], "atomic_forces_ev_per_a": [[-1.31, 0.82, 1.47], [0.06, -0.21, 0.00], [-0.19, 0.05, -0.04], [0.56, -0.37, 0.01], [-0.06, 0.03, -0.17], [-0.05, 0.00, 0.24], [0.24, -0.37, -0.44], [0.02, -0.01, 0.13], [0.01, 0.11, -0.15], [0.01, -0.07, 0.06], [0.00, -0.01, -0.06], [0.01, 0.01, -0.03], [-0.06, -0.02, 0.09], [0.06, 0.40, -0.42], [0.04, 0.00, 0.07], [0.02, -0.01, -0.01], [-0.02, 0.03, 0.04], [0.02, -0.04, -0.03], [-0.01, 0.04, 0.01], [-0.05, 0.00, -0.01], [0.03, -0.07, -0.01], [0.08, 0.04, 0.01], [0.01, 0.01, 0.03], [0.01, -0.01, 0.02], [0.01, 0.00, 0.00], [-0.01, 0.00, 0.01], [0.06, 0.00, -0.02], [0.01, 0.00, -0.01], [0.01, 0.00, 0.00], [0.00, 0.00, -0.01], [0.00, 0.00, 0.00], [-0.01, -0.01, -0.02], [0.00, 0.01, 0.02], [-0.05, 0.08, 0.02], [0.00, 0.03, 0.25], [-0.03, -0.09, 0.05], [0.02, 0.03, -0.03], [0.97, 0.02, -0.83], [-0.09, 0.10, 0.24], [-0.07, 0.03, -0.11], [0.08, -0.01, -0.03], [0.00, 0.03, -0.01], [-0.01, 0.00, -0.01], [0.00, -0.06, 0.06], [0.00, -0.01, 0.00], [0.00, -0.01, 0.00], [0.00, -0.03, -0.01], [0.01, 0.02, 0.01], [0.00, 0.00, 0.01], [-0.22, -0.35, -0.36], [0.03, 0.00, 0.05], [-0.02, 0.02, 0.02], [0.00, 0.00, 0.00], [0.00, 0.00, -0.01], [-0.02, 0.00, -0.01], [-0.08, -0.16, 0.16], [0.02, -0.05, -0.08], [-0.06, 0.11, 0.06], [0.05, 0.14, -0.06], [-0.11, 0.04, 0.02], [-0.03, -0.02, 0.02], [0.05, 0.06, 0.07], [0.02, -0.02, 0.00], [0.02, -0.10, 0.00], [0.06, -0.04, 0.04], [-0.01, -0.03, 0.01], [-0.01, 0.00, 0.00], [-0.01, 0.00, 0.00], [-0.03, -0.02, 0.01], [-0.02, 0.01, -0.07], [0.10, -0.23, -0.27], [0.03, 0.06, 0.06], [-0.02, 0.03, 0.02], [-0.02, 0.01, 0.01], [0.01, 0.00, -0.01], [-0.01, 0.01, 0.00], [-0.04, 0.00, 0.00], [0.01, -0.09, -0.05], [-0.01, 0.07, 0.00], [-0.02, 0.01, -0.03], [-0.01, 0.00, 0.01], [0.01, -0.01, 0.01], [0.01, 0.00, -0.01], [0.04, -0.02, -0.05], [0.03, 0.03, 0.04], [-0.01, 0.03, 0.06], [0.00, -0.02, -0.03], [0.00, 0.01, 0.00], [0.00, 0.00, 0.00], [0.01, 0.02, -0.05], [-0.08, 0.01, 0.09], [-0.02, 0.02, 0.02], [0.01, 0.02, 0.00], [0.00, 0.01, 0.00], [0.01, 0.01, 0.00], [0.00, -0.01, 0.00], [0.01, -0.01, -0.03], [0.00, -0.01, -0.03], [0.00, -0.01, -0.01], [0.01, 0.00, -0.01], [0.00, 0.00, 0.00], [0.01, 0.01, -0.04], [0.01, -0.02, 0.01], [-0.01, -0.01, 0.01], [0.01, -0.01, 0.01], [0.00, 0.01, -0.01], [0.02, 0.01, 0.03]]}



2.
{"formula": "C52H46CaCl4N4Si2Te2", "method": "ωB97M-V/def2-TZVPD", "spin_multiplicity": 1, "total_charge": -2, "e_lumo_ev": [2.92, 2.92], "e_tot_ha": -5861.5924, "e_above_lowest_kcal_mol": 155.5, "elements": ["Ca", "Cl", "C", "C", "C", "C", "C", "C", "C", "C", "C", "C", "C", "C", "C", "C", "C", "C", "Cl", "C", "C", "C", "N", "C", "C", "C", "C", "C", "C", "Cl", "C", "C", "C", "C", "C", "C", "N", "C", "C", "C", "C", "C", "N", "C", "C", "C", "C", "Cl", "C", "C", "C", "C", "N", "H", "H", "H", "H", "H", "H", "H", "H", "H", "H", "H", "H", "H", "H", "H", "H", "H", "H", "H", "H", "H", "H", "H", "H", "Te", "C", "Si", "C", "C", "C", "Te", "C", "Si", "C", "C", "C", "H", "H", "H", "H", "H", "H", "H", "H", "H", "H", "H", "H", "H", "H", "H", "H", "H", "H", "H", "H", "H", "H"], "xyz": [[-1.380, 1.993, -0.227], [5.343, 8.835, -3.145], [4.522, 7.327, -2.828], [3.136, 7.262, -2.892], [2.502, 6.060, -2.685], [3.223, 4.879, -2.395], [4.618, 5.014, -2.247], [5.261, 6.209, -2.473], [2.522, 3.655, -2.232], [3.079, 2.354, -2.009], [4.346, 1.825, -2.324], [4.359, 0.498, -1.969], [3.086, 0.145, -1.449], [2.720, -1.190, -1.185], [3.735, -2.204, -1.550], [4.243, -3.037, -0.550], [5.203, -3.992, -0.824], [5.648, -4.131, -2.128], [6.857, -5.326, -2.487], [5.151, -3.341, -3.151], [4.201, -2.380, -2.855], [1.581, -1.733, -0.544], [0.757, -1.045, 0.264], [-0.088, -1.915, 0.843], [-0.849, -1.523, 1.981], [-1.329, -2.510, 2.931], [-0.593, -3.668, 3.218], [-0.991, -4.554, 4.196], [-2.145, -4.291, 4.913], [-2.624, -5.380, 6.183], [-2.908, -3.165, 4.649], [-2.496, -2.282, 3.672], [-0.758, -0.177, 2.406], [-0.434, 0.184, 3.770], [0.384, 1.269, 3.691], [0.502, 1.600, 2.291], [-0.331, 0.805, 1.576], [1.370, 2.477, 1.624], [1.142, 2.661, 0.212], [1.005, 1.567, -0.869], [0.403, 2.384, -1.985], [1.145, 3.560, -1.747], [1.215, 3.825, -0.362], [2.601, 3.011, 2.169], [3.274, 4.100, 1.584], [4.558, 4.447, 1.945], [5.204, 3.722, 2.933], [6.840, 4.123, 3.380], [4.570, 2.659, 3.555], [3.290, 2.313, 3.177], [0.127, -3.228, 0.296], [1.186, -3.119, -0.557], [2.362, 1.323, -1.415], [2.566, 8.156, -3.097], [1.423, 6.006, -2.719], [5.195, 4.176, -1.895], [6.333, 6.278, -2.349], [5.153, 2.359, -2.789], [5.193, -0.172, -2.075], [3.888, -2.901, 0.462], [5.615, -4.615, -0.040], [5.510, -3.481, -4.162], [3.810, -1.755, -3.643], [0.332, -3.846, 2.690], [-0.401, -5.430, 4.424], [-3.806, -2.982, 5.219], [-3.083, -1.396, 3.478], [-0.702, -0.373, 4.651], [0.840, 1.801, 4.506], [0.600, 0.614, -0.557], [0.431, 1.959, -2.990], [2.786, 4.652, 0.796], [5.059, 5.267, 1.452], [5.087, 2.084, 4.309], [2.841, 1.437, 3.617], [-0.465, -4.102, 0.500], [1.637, -3.894, -1.153], [-3.728, 2.947, -1.647], [-1.745, -2.889, -2.954], [-3.397, -3.319, -2.106], [-4.817, -3.085, -3.376], [-3.395, -5.175, -1.638], [-3.678, -2.196, -0.644], [-3.739, -0.017, -1.345], [-4.426, 0.369, 0.687], [-6.305, 0.276, 0.768], [-7.100, -1.294, 0.024], [-6.871, 0.395, 2.596], [-7.129, 1.713, -0.186], [-1.528, -3.544, -3.794], [-0.927, -2.977, -2.244], [-1.747, -1.864, -3.321], [-4.650, -3.651, -4.288], [-4.923, -2.038, -3.650], [-5.764, -3.411, -2.955], [-3.258, -5.821, -2.501], [-4.333, -5.447, -1.162], [-2.597, -5.383, -0.933], [-2.855, -2.266, 0.068], [-4.587, -2.452, -0.102], [-4.071, 1.343, 1.041], [-3.951, -0.402, 1.288], [-6.874, -2.188, 0.597], [-6.758, -1.455, -0.994], [-8.183, -1.194, -0.005], [-6.483, -0.431, 3.185], [-7.954, 0.382, 2.684], [-6.515, 1.315, 3.051], [-6.887, 1.663, -1.243], [-6.802, 2.682, 0.174], [-8.210, 1.669, -0.091]], "atomic_forces_ev_per_a": [[-1.16, -0.16, -0.17], [0.03, 0.12, -0.01], [-0.06, -0.10, 0.11], [0.29, 0.19, -0.02], [0.12, -0.42, 0.16], [0.48, 0.73, -0.15], [-0.31, -0.22, 0.04], [0.01, 0.32, -0.09], [-0.59, -0.87, -0.29], [-0.35, 0.48, -0.48], [0.46, -0.30, 0.22], [0.08, 0.39, -0.16], [0.31, -0.88, 0.24], [-0.31, 0.43, 0.11], [0.32, -0.40, -0.18], [-0.06, 0.23, -0.02], [0.14, -0.08, -0.14], [-0.12, 0.08, 0.05], [0.19, -0.19, -0.07], [0.11, -0.11, 0.06], [-0.17, 0.06, 0.22], [0.01, -0.32, -0.23], [0.26, -0.08, 0.15], [0.36, 0.25, -0.68], [-0.03, 1.34, 0.33], [-0.24, -0.38, 0.48], [-0.03, 0.16, -0.10], [-0.11, -0.07, 0.15], [-0.04, 0.13, -0.11], [-0.11, -0.15, 0.13], [0.04, -0.23, 0.29], [0.17, 0.00, -0.25], [-0.09, -1.09, -0.44], [0.29, 0.48, 0.35], [-0.31, -0.44, 0.59], [0.50, 0.37, -0.59], [-0.56, 0.43, -0.17], [-0.73, -0.47, 0.25], [0.19, 0.33, 0.34], [0.08, 0.37, -0.60], [0.80, 1.56, -1.11], [-0.21, -2.11, 0.58], [-0.47, 0.27, 0.04], [0.59, 0.29, 0.33], [-0.20, -0.01, -0.03], [0.21, -0.12, 0.25], [-0.14, -0.04, -0.04], [0.20, 0.08, 0.06], [0.18, 0.15, 0.08], [-0.18, 0.08, -0.16], [-0.07, 0.00, -0.05], [0.17, -0.09, -0.02], [0.12, 0.23, 0.10], [-0.04, 0.05, -0.06], [-0.11, 0.00, -0.11], [0.08, -0.08, -0.01], [0.04, 0.06, -0.03], [0.03, 0.05, -0.06], [-0.01, -0.05, -0.05], [-0.03, -0.01, 0.03], [-0.03, 0.01, -0.03], [-0.02, 0.00, 0.00], [-0.07, 0.06, -0.05], [0.04, 0.00, -0.03], [0.03, -0.04, 0.01], [-0.07, 0.02, 0.03], [-0.04, 0.07, -0.11], [0.02, -0.04, 0.08], [0.12, -0.01, 0.10], [-0.07, -0.23, 0.21], [-0.08, 0.09, 0.26], [0.02, 0.04, 0.08], [0.04, 0.06, -0.01], [0.06, -0.01, 0.04], [0.00, -0.09, 0.01], [-0.04, -0.18, 0.02], [-0.03, -0.14, -0.03], [-0.08, 0.90, 0.01], [-0.52, -0.13, 0.25], [-0.14, 0.10, -0.18], [0.48, -0.04, 0.39], [0.05, 0.55, -0.13], [0.15, -0.47, -0.32], [0.28, -0.14, 0.38], [-0.36, -0.29, 0.00], [-0.71, 0.50, -0.21], [0.46, 0.28, 0.31], [0.25, -0.08, -0.52], [0.36, -0.49, 0.44], [-0.03, -0.16, -0.17], [0.13, 0.01, 0.15], [-0.07, 0.13, -0.01], [0.10, -0.16, -0.15], [0.02, 0.16, 0.01], [-0.19, -0.06, 0.13], [0.04, -0.10, -0.23], [-0.20, -0.01, 0.09], [0.21, -0.04, 0.17], [0.19, 0.00, 0.04], [-0.24, -0.02, -0.04], [-0.16, -0.03, -0.30], [0.03, -0.23, 0.16], [0.09, -0.21, 0.12], [0.13, 0.01, -0.19], [-0.17, 0.17, 0.07], [0.11, -0.21, 0.10], [-0.25, -0.01, -0.06], [0.10, 0.21, 0.04], [0.18, 0.01, -0.17], [0.17, 0.17, 0.02], [-0.31, -0.15, 0.12]]}